Entry 1:
Entry from the Open Molecules 2025 dataset: a 9-piece molecular cluster, C41H100N4O9 overall in a non-equilibrium geometry (wB97M-V/def2-TZVPD).

The energy comes out at -68520.68880 eV. For the HOMO energy, the calculation gives -8.190 eV. Its maximum force is 0.0814 hartree/bohr. Its net charge is 0. As for the SMILES: CC1(C)CCCC(C)(C)N1O.CC1(C)CCCC(C)(C)N1O.COC[C@H](C)N.COC[C@H](C)N.CC(C)O.CC(C)O.CC(C)O.CC(C)O.CC(C)O.

Last column: Löwdin charge in e.
Cartesian coordinates (Å):
O: 15.935 -21.053 3.831  -0.1793
O: 9.486 -19.068 -4.201  -0.0184
O: 15.954 -20.201 -1.810  -0.0649
O: 14.007 -19.138 0.162  -0.0517
O: 10.209 -19.256 4.790  -0.2227
O: 9.585 -23.994 -0.791  -0.0206
O: 16.742 -18.457 0.889  -0.0467
O: 10.916 -14.512 2.932  -0.0837
O: 9.669 -17.191 3.022  -0.0588
N: 9.675 -24.688 0.401  -0.1215
N: 10.764 -18.880 -3.637  -0.0845
N: 9.863 -18.040 8.215  0.0249
N: 17.054 -23.616 4.098  0.0306
C: 9.945 -23.827 1.594  -0.4779
C: 8.832 -22.797 1.712  -0.0392
C: 16.391 -23.293 2.882  -0.4420
C: 15.328 -22.093 3.034  -0.1304
C: 9.428 -18.808 7.074  -0.4458
C: 11.780 -19.614 -4.451  -0.5033
C: 9.798 -24.699 2.865  -0.1253
C: 11.864 -26.027 0.073  -0.0374
C: 14.958 -22.414 -1.854  -0.0215
C: 9.942 -17.139 -2.096  -0.0280
C: 11.999 -20.063 -0.111  -0.0580
C: 7.958 -18.539 6.916  -0.0720
C: 13.226 -19.429 -3.852  -0.1289
C: 16.992 -21.681 -3.265  -0.0515
C: 12.131 -14.793 0.852  -0.0484
C: 7.771 -16.481 1.808  -0.0157
C: 8.434 -17.586 2.651  -0.5000
C: 9.667 -26.827 -0.910  -0.0398
C: 10.861 -20.518 4.921  -0.0831
C: 12.474 -18.986 2.074  -0.0129
C: 12.254 -14.472 2.353  -0.4439
C: 11.732 -19.288 -5.917  -0.0315
C: 16.244 -21.573 -1.969  -0.4804
C: 13.070 -19.857 0.917  -0.4395
C: 16.925 -17.100 0.985  -0.5249
C: 13.140 -15.449 3.110  -0.0476
C: 11.514 -21.111 -4.322  -0.0534
C: 15.835 -16.490 0.177  -0.0606
C: 13.574 -17.981 -3.549  -0.1573
C: 11.339 -23.147 1.545  -0.0175
C: 10.442 -26.149 2.912  -0.1485
C: 12.468 -17.319 -2.641  -0.0993
C: 15.784 -24.571 2.283  -0.0566
C: 10.309 -18.369 5.899  -0.1646
C: 11.009 -17.484 -3.208  -0.4756
C: 10.344 -26.035 0.273  -0.4455
C: 15.231 -19.916 3.917  -0.1602
C: 16.971 -16.621 2.443  -0.0383
C: 9.996 -26.847 1.593  -0.1391
C: 8.431 -18.950 1.895  -0.0299
C: 10.920 -16.416 -4.264  -0.0531
H: 11.742 -15.795 0.670  0.0673
H: 11.663 -23.017 0.513  0.0765
H: 11.525 -26.037 2.863  0.0855
H: 14.173 -15.284 2.804  0.0644
H: 10.442 -15.328 2.757  0.0265
H: 16.870 -21.844 -1.119  0.1354
H: 7.605 -18.953 5.972  0.0708
H: 9.117 -18.861 1.052  0.0630
H: 16.863 -15.541 2.534  0.0729
H: 10.573 -21.472 -4.738  0.0806
H: 13.285 -19.954 -2.899  0.0773
H: 12.258 -20.530 -1.061  0.0734
H: 11.512 -19.114 -0.337  0.0647
H: 16.608 -25.244 2.044  0.0787
H: 10.164 -26.743 3.783  0.1066
H: 17.238 -22.707 -3.539  0.0839
H: 10.267 -21.223 5.502  0.0835
H: 14.559 -22.411 -0.840  0.0630
H: 6.697 -16.424 1.988  0.0790
H: 12.448 -25.653 0.914  0.0535
H: 15.156 -21.746 2.015  0.1014
H: 15.131 -19.399 2.963  0.0662
H: 11.962 -18.226 -5.998  0.0728
H: 12.801 -16.484 3.086  0.0568
H: 14.354 -19.782 -0.459  0.0566
H: 14.599 -17.792 -3.231  0.0973
H: 7.384 -19.016 7.711  0.0802
H: 13.070 -15.098 4.140  0.0804
H: 11.674 -19.447 2.654  0.0543
H: 11.356 -18.300 6.193  0.1282
H: 10.171 -16.664 -5.016  0.0887
H: 17.949 -21.171 -3.158  0.0828
H: 17.273 -22.892 2.383  0.1325
H: 9.700 -17.862 -1.317  0.0596
H: 15.901 -19.297 4.514  0.1041
H: 12.370 -26.973 -0.114  0.0881
H: 12.515 -17.814 -1.671  0.0830
H: 17.895 -16.892 0.534  0.1311
H: 8.941 -27.114 1.643  0.1104
H: 15.058 -25.043 2.945  0.0762
H: 16.014 -15.432 -0.017  0.0872
H: 16.113 -17.018 2.986  0.0616
H: 9.574 -19.863 7.303  0.1358
H: 7.433 -19.160 1.510  0.0826
H: 13.890 -19.843 -4.611  0.1169
H: 10.652 -15.487 -3.762  0.0861
H: 9.181 -22.157 2.523  0.0648
H: 8.262 -15.539 2.049  0.0756
H: 9.894 -26.457 -1.910  0.0706
H: 8.581 -26.917 -0.909  0.0810
H: 13.368 -20.825 1.321  0.1092
H: 10.169 -27.793 -0.956  0.0777
H: 16.363 -24.214 4.529  0.0623
H: 15.921 -18.675 0.442  0.0296
H: 9.381 -18.290 9.067  0.0732
H: 9.004 -17.023 -2.638  0.0743
H: 13.123 -14.719 0.408  0.0658
H: 14.917 -16.595 0.755  0.0704
H: 11.195 -20.598 0.393  0.0632
H: 10.738 -21.082 3.996  0.0614
H: 17.901 -16.872 2.952  0.0769
H: 8.728 -22.259 0.770  0.0798
H: 11.501 -13.999 0.452  0.0796
H: 15.385 -24.359 1.291  0.0624
H: 16.720 -19.673 -2.048  0.0974
H: 11.867 -20.538 5.340  0.0955
H: 12.004 -25.293 -0.721  0.0839
H: 13.240 -18.756 2.815  0.0507
H: 14.400 -22.481 3.455  0.1186
H: 9.975 -17.355 5.681  0.1334
H: 8.781 -19.822 2.446  0.0501
H: 14.260 -20.044 4.396  0.0819
H: 9.153 -19.891 -3.837  0.0986
H: 8.785 -24.812 3.252  0.1114
H: 10.521 -27.801 1.644  0.1079
H: 7.607 -17.508 6.877  0.0844
H: 11.995 -18.063 1.747  0.0670
H: 12.516 -19.853 -6.422  0.0904
H: 13.617 -17.462 -4.506  0.0923
H: 12.368 -21.713 -4.633  0.0859
H: 10.735 -19.460 -6.321  0.0877
H: 17.041 -22.770 4.649  0.0666
H: 12.690 -16.265 -2.477  0.1169
H: 9.455 -17.123 8.107  0.0691
H: 15.233 -23.420 -2.169  0.0855
H: 12.115 -23.754 2.012  0.0700
H: 12.554 -13.440 2.538  0.1351
H: 11.401 -21.446 -3.291  0.0724
H: 16.460 -21.184 -4.076  0.0855
H: 7.937 -17.817 3.593  0.1227
H: 14.134 -21.993 -2.429  0.0598
H: 10.342 -24.166 3.644  0.1040
H: 7.813 -23.164 1.828  0.0917
H: 10.127 -17.919 3.449  0.0492
H: 15.696 -16.966 -0.793  0.0796
H: 11.270 -22.128 1.924  0.0513
H: 7.872 -16.651 0.736  0.0706
H: 11.860 -16.196 -4.772  0.0746
H: 8.663 -24.046 -1.052  0.1061
H: 10.107 -16.191 -1.584  0.0736

---

Entry 2:
Entry from the Open Molecules 2025 dataset: a 11-piece molecular cluster, C46H108N14O23P4 overall in a non-equilibrium geometry (wB97M-V/def2-TZVPD).

The energy comes out at -154562.24334 eV. Its spin multiplicity is 2. For the HOMO energy (spin up / spin down), the calculation gives -1.526 / -5.157 eV. Its maximum force is 0.1122 hartree/bohr. Its net charge is -1.

Last column: Löwdin spin population.
Cartesian coordinates (Å):
P: -0.390 -1.208 6.166  0.0001
P: 1.226 -5.124 -4.608  0.0000
P: -0.361 6.012 2.919  0.0000
P: 0.594 1.861 -4.125  0.0001
O: -4.394 1.404 -4.261  0.0001
O: -1.048 -1.325 -1.350  0.2578
O: 2.650 -5.371 -4.955  0.0000
O: 0.387 0.492 -3.629  0.0007
O: 4.481 -2.114 -2.313  0.0000
O: -0.699 -4.994 1.763  0.0004
O: -3.291 -6.341 -0.443  0.0000
O: -1.141 0.461 -0.205  0.2065
O: 1.035 -1.501 5.928  0.0000
O: 3.147 1.571 3.261  0.0002
O: 0.553 6.681 1.969  0.0000
O: -3.911 -0.720 -4.569  0.0003
O: -2.371 -7.903 -1.676  0.0001
O: -4.359 -2.421 3.336  0.0020
O: -2.479 -5.682 -2.359  0.0003
O: 3.454 2.273 1.229  0.0005
O: -4.598 -2.757 1.139  0.0009
O: 3.226 -0.029 1.541  0.0020
O: 0.477 -3.500 2.979  0.0003
O: 1.507 -4.701 1.519  0.0002
O: -5.273 0.387 -6.055  0.0001
O: 3.937 0.026 -1.698  0.0006
O: 5.858 -0.415 -2.477  0.0000
N: -0.450 2.388 -5.339  0.0000
N: -0.487 -0.463 -0.698  0.4365
N: -3.935 -2.504 2.190  0.0017
N: -1.239 -0.281 4.973  0.0006
N: 0.281 5.155 4.260  0.0000
N: -1.338 4.779 2.261  0.0001
N: 0.765 -3.503 -4.881  0.0000
N: 0.056 -5.979 -5.558  0.0000
N: -1.353 -2.658 6.393  0.0000
N: 0.423 3.107 -2.894  0.0001
N: 2.133 2.059 -4.782  0.0001
N: -0.665 -0.330 7.641  0.0000
N: -1.521 7.065 3.575  0.0000
N: 0.727 -5.403 -2.987  0.0000
C: -2.407 5.119 1.337  0.0000
C: 2.781 0.921 -5.424  0.0000
C: -0.912 3.600 -2.561  0.0017
C: -3.585 -4.954 -0.413  0.0003
C: -0.547 -3.832 6.681  0.0000
C: -3.788 -3.678 -2.677  0.0003
C: 1.552 5.602 4.892  0.0000
C: -0.508 -0.989 8.938  0.0000
C: 0.996 -0.561 -0.367  0.0220
C: 5.872 0.963 -2.233  0.0000
C: -2.672 6.602 4.349  0.0000
C: -0.602 -3.069 -4.859  0.0005
C: 0.775 -6.748 -2.418  0.0000
C: 1.620 -2.377 -4.669  0.0001
C: 6.256 1.680 -3.469  0.0000
C: 2.847 3.318 -4.903  0.0000
C: 0.348 -4.427 2.047  0.0003
C: -2.705 -2.665 6.877  0.0000
C: 3.692 3.426 1.983  0.0000
C: -3.702 1.876 -2.093  0.0014
C: -0.648 0.054 3.624  0.0031
C: -2.621 0.156 5.169  0.0003
C: -1.368 8.514 3.386  0.0000
C: 3.245 1.162 1.965  0.0012
C: -1.288 1.415 -6.120  0.0000
C: -3.373 -0.399 -3.322  0.0029
C: -0.668 3.506 1.915  0.0007
C: -4.612 0.326 -5.078  0.0001
C: 1.846 -3.061 3.051  0.0015
C: 0.150 -5.777 -7.056  0.0000
C: -2.937 -4.465 -1.740  0.0017
C: 0.857 -4.345 -1.940  0.0003
C: 4.472 1.289 -1.841  0.0002
C: 1.325 3.256 -1.830  0.0013
C: -2.664 -6.743 -1.512  0.0001
C: 3.204 3.043 3.440  0.0000
C: 3.374 -3.365 0.926  0.0006
C: -2.443 -2.308 2.037  0.0049
C: -1.187 -6.581 -5.121  0.0000
C: 2.955 4.564 1.262  0.0000
C: -3.343 1.084 -3.381  0.0005
C: -0.396 3.770 -5.879  0.0000
C: -0.507 4.292 5.178  0.0000
C: -0.210 1.057 7.665  0.0000
C: 4.758 -0.935 -2.138  0.0000
C: 2.557 -4.058 2.094  0.0001
H: -2.750 -2.177 7.850  0.0000
H: -1.168 -6.927 -4.087  0.0000
H: 0.233 0.661 3.834  0.0003
H: 3.711 1.106 -5.961  0.0000
H: 4.238 -2.909 1.411  0.0000
H: 2.354 3.261 -2.190  0.0000
H: 1.495 6.570 5.391  0.0000
H: 2.941 0.078 -4.751  0.0000
H: 1.233 4.256 -1.407  0.0001
H: 3.620 -4.027 0.096  0.0000
H: -4.646 -4.077 -3.219  0.0000
H: 0.290 -3.942 5.992  0.0000
H: 2.216 5.652 4.029  0.0000
H: 0.309 -6.730 -7.560  0.0000
H: -1.127 -3.937 -5.258  0.0000
H: 0.326 -3.429 -2.198  0.0001
H: 1.151 2.475 -1.089  0.0010
H: 0.920 -5.022 -7.215  0.0000
H: -1.915 -5.774 -5.048  0.0000
H: -1.023 -0.382 9.682  0.0000
H: 0.668 -7.553 -3.144  0.0000
H: -0.695 8.998 4.092  0.0000
H: 1.147 -0.762 0.694  0.0115
H: -1.997 5.358 0.355  0.0000
H: 2.213 -2.954 4.072  0.0000
H: -2.024 -4.006 -1.360  0.0019
H: 0.799 1.076 7.254  0.0000
H: 1.361 -1.394 -0.968  -0.0006
H: -1.358 4.238 -6.092  0.0000
H: 1.764 -2.084 2.575  0.0014
H: -4.095 -2.736 -2.222  0.0002
H: 2.633 -2.757 -4.799  0.0000
H: 3.620 3.399 -4.139  0.0000
H: 3.950 3.283 4.198  0.0000
H: 4.747 3.678 2.091  0.0000
H: -0.806 1.268 -7.086  0.0000
H: 0.260 3.818 -6.747  0.0000
H: -4.659 -4.776 -0.375  0.0000
H: 1.501 -1.873 -3.711  0.0002
H: -1.295 4.770 5.761  0.0000
H: -0.829 -5.431 -7.387  0.0000
H: -3.077 -3.663 7.112  0.0000
H: -2.439 1.501 -3.825  0.0001
H: 3.330 5.568 1.462  0.0000
H: 3.201 3.502 -5.917  0.0000
H: -3.152 -4.437 0.442  0.0002
H: -3.385 -2.109 6.232  0.0000
H: 1.871 4.478 1.338  0.0000
H: 3.885 1.810 -2.598  0.0001
H: 2.201 0.548 -6.268  0.0000
H: -1.176 -4.718 6.592  0.0000
H: 5.498 1.448 -4.217  0.0000
H: 7.211 1.224 -3.730  0.0000
H: -0.861 -2.289 -5.576  0.0000
H: -3.267 -3.334 -3.571  0.0000
H: -0.325 -0.849 3.105  0.0010
H: 1.484 -1.627 -5.448  0.0000
H: -1.567 -7.314 -5.833  0.0000
H: -0.919 3.429 4.656  0.0000
H: -0.928 -2.856 -3.841  0.0003
H: 0.094 3.822 5.957  0.0000
H: -3.028 5.914 1.748  0.0000
H: 2.243 3.463 3.735  0.0000
H: -2.429 -0.933 -3.209  0.0015
H: 4.461 1.915 -0.949  0.0001
H: -0.335 1.510 8.649  0.0000
H: -2.699 0.406 6.227  0.0000
H: -4.050 -0.717 -2.529  0.0001
H: -2.906 5.659 3.854  0.0000
H: 1.776 -6.915 -2.020  0.0000
H: -0.858 -2.014 9.061  0.0000
H: 3.168 -4.790 2.622  0.0000
H: -1.363 2.689 1.721  0.0007
H: 1.905 -4.085 -1.793  0.0000
H: -1.221 0.440 -5.636  0.0000
H: -0.804 4.568 -2.072  0.0001
H: -3.079 1.607 -1.240  0.0013
H: 0.070 3.213 2.661  0.0001
H: 0.477 -4.726 -0.992  0.0003
H: -3.584 2.938 -2.309  0.0000
H: 2.773 -2.622 0.402  0.0005
H: 1.525 0.342 -0.672  0.0072
H: -0.833 1.669 7.013  0.0000
H: -2.333 9.008 3.499  0.0000
H: -3.106 4.296 1.188  0.0001
H: 1.923 4.862 5.601  0.0000
H: -2.325 1.751 -6.146  0.0000
H: -1.558 3.753 -3.425  0.0001
H: 0.158 -6.846 -1.524  0.0000
H: -1.970 -2.459 3.007  0.0001
H: -2.345 -1.251 1.792  0.0046
H: 6.579 1.158 -1.427  0.0000
H: -0.164 3.542 0.950  0.0001
H: 2.990 4.445 0.180  0.0000
H: -0.093 -3.801 7.672  0.0000
H: -2.757 1.084 4.614  0.0002
H: -4.730 1.651 -1.810  0.0002
H: 2.200 4.156 -4.646  0.0000
H: -0.982 8.714 2.387  0.0000
H: 0.541 -0.969 9.235  0.0000
H: -3.379 -0.534 4.799  0.0001
H: -3.489 7.318 4.258  0.0000
H: 0.074 4.467 -5.184  0.0000
H: -1.304 0.668 3.008  0.0027
H: -2.067 -2.885 1.192  0.0020
H: -1.426 2.901 -1.903  0.0014
H: -2.501 6.520 5.422  0.0000
H: 6.462 2.748 -3.395  0.0000